[1]
9
Properties=species:S:1:pos:R:3 method="wB97M-V/def2-TZVPD" homo_ev=-10.09 orbital_gap_ev=9.9946 spin_multiplicity=1 charge=0 smiles="O=C(Br)C1=C[C@H]1Br" largest_force_ev_per_a=2.879
Br 4.07 0.61 -0.17
Br -0.79 -2.47 0.48
O 3.62 -1.73 1.21
C 0.36 -1.18 -0.43
C 3.20 -1.08 0.30
C 1.24 -1.49 -1.73
C 1.84 -1.27 -0.55
H -0.03 -0.20 -0.40
H 1.34 -1.83 -2.83

=====

[2]
35
Properties=species:S:1:pos:R:3 method="wB97M-V/def2-TZVPD" homo_ev="-5.64 / -11.14" orbital_gap_ev="2.9695 / 8.4528" spin_multiplicity=2 charge=+1 largest_force_ev_per_a=3.936
O -2.56 2.03 0.59
O 2.74 -0.10 -3.05
O -3.15 -1.67 -2.12
O -2.09 2.18 3.16
O 2.64 -2.03 2.06
N 0.70 -1.37 -1.56
N -1.50 -2.05 0.57
N 0.72 2.57 0.26
C 1.51 0.21 0.04
C 0.42 -0.73 -0.37
C -0.47 -1.10 0.57
C 1.71 1.64 -0.47
H 2.63 -0.82 -3.76
H -2.34 -1.76 -0.04
H 2.46 -0.27 -0.18
H -2.77 -2.26 -2.69
H -0.26 2.14 0.14
H 1.45 0.38 1.20
H -2.26 3.16 3.23
H -1.16 -3.05 0.63
H -0.54 -0.69 1.66
H 0.61 3.43 -0.32
H -3.74 -1.10 -2.61
H 0.06 -2.13 -1.83
H 3.00 -1.89 3.03
H -1.42 2.01 3.84
H 2.80 1.76 -0.44
H -2.00 -2.01 1.57
H 3.20 0.66 -3.49
H 1.50 -1.14 -2.04
H -2.26 2.13 1.52
H 1.33 1.54 -1.55
H 3.29 -2.75 1.76
H -3.50 2.22 0.47
H 0.91 3.01 1.20

=====

[3]
12
Properties=species:S:1:pos:R:3 method="wB97M-V/def2-TZVPD" homo_ev=-8.13 orbital_gap_ev=9.1878 spin_multiplicity=1 charge=0 smiles="C1=CN1.C=C" largest_force_ev_per_a=3.546
N 2.76 0.39 0.28
C -1.16 -0.56 -0.55
C 1.25 0.16 0.37
C -1.94 0.46 -0.11
C 2.01 -0.89 0.18
H 3.13 0.49 1.20
H -1.17 -1.50 0.06
H 0.36 0.65 0.71
H 2.38 -1.86 0.15
H -1.99 1.44 -0.61
H -2.25 0.35 0.87
H -0.71 -0.42 -1.47

=====

[4]
66
Properties=species:S:1:pos:R:3 method="wB97M-V/def2-TZVPD" homo_ev=-5.03 orbital_gap_ev=6.3358 spin_multiplicity=3 charge=-1 largest_force_ev_per_a=4.278
I -2.68 3.81 -1.20
O -4.11 4.14 3.58
O -3.76 1.94 3.31
O -3.54 4.72 0.40
O 2.40 -0.68 -0.55
O -1.73 5.38 1.56
O -2.54 3.34 2.05
O -3.92 -1.80 -2.68
N 3.16 -0.16 0.41
N -3.86 -1.74 -1.36
C -2.57 4.54 1.41
C 5.53 -0.08 1.16
C -3.69 -3.22 0.64
C -1.03 -2.03 -0.59
C 2.62 1.20 0.72
C 4.92 0.82 -1.11
C 4.58 -0.24 -0.05
C -3.36 -3.06 -0.86
C 4.47 2.23 -0.72
C -4.09 -4.24 -1.53
C -3.49 0.72 -1.78
C 1.09 1.20 0.89
C -3.06 -0.53 -0.99
C 4.93 -1.63 -0.61
C -3.34 -0.14 0.48
C 2.99 2.24 -0.34
C 3.14 1.66 2.10
C -3.57 3.13 3.03
C -1.55 -0.73 -1.19
C -1.85 -3.23 -1.07
H 0.57 1.01 -0.04
H -3.76 -5.18 -1.09
H -1.00 0.11 -0.76
H 4.19 1.94 2.11
H -3.88 -4.31 -2.60
H 0.02 -2.17 -0.88
H -2.94 0.85 0.70
H -2.91 -2.83 1.30
H -2.98 1.62 -1.40
H -1.50 -4.13 -0.56
H 2.40 2.07 -1.25
H 5.80 0.96 1.37
H -3.24 0.65 -2.84
H 2.99 0.88 2.86
H 5.08 2.62 0.10
H -1.32 -0.73 -2.26
H -4.42 -0.09 0.68
H -3.80 -4.27 0.91
H 5.99 -1.69 -0.86
H 2.60 2.55 2.44
H 4.39 -1.86 -1.53
H 5.10 -0.51 2.07
H -5.17 -4.16 -1.39
H 2.72 3.24 0.01
H -1.64 -3.38 -2.14
H 0.74 2.17 1.25
H -1.04 -1.98 0.50
H 4.71 -2.41 0.12
H -4.64 -2.73 0.90
H 6.48 -0.59 0.99
H -2.89 -0.81 1.21
H 5.99 0.83 -1.30
H 4.63 2.90 -1.57
H 4.44 0.55 -2.06
H -4.57 0.89 -1.69
H 0.78 0.45 1.62

=====

[5]
109
Properties=species:S:1:pos:R:3 method="wB97M-V/def2-TZVPD" homo_ev=-10.51 orbital_gap_ev=7.4944 spin_multiplicity=1 charge=+1 largest_force_ev_per_a=6.971
P -4.10 -0.81 5.70
F -0.32 -2.75 -1.91
F 1.63 -2.22 -3.41
F 2.35 -3.93 -1.14
F 5.17 -0.05 -1.74
F 5.74 -2.21 -0.48
F 2.47 0.59 -0.80
F 4.50 -1.66 -3.34
F 4.26 -4.47 0.17
F 3.65 -1.73 0.53
F 0.66 -0.06 -3.49
F 0.78 -1.69 -0.08
F 2.97 0.83 -3.09
F 4.53 -4.35 -2.19
O -3.56 -2.46 6.10
O -4.77 -2.18 0.97
O -5.74 -0.94 5.13
O -4.03 -0.02 7.10
O -3.37 -5.77 1.44
N -3.59 -0.14 1.87
N -1.20 1.65 2.78
C -1.16 2.63 -7.77
C -3.67 -4.55 0.64
C 0.58 1.27 -6.07
C -0.56 0.63 -6.55
C -2.64 2.07 2.99
C 0.77 2.72 3.98
C 6.90 2.65 -6.85
C 0.92 1.26 4.74
C 1.59 4.06 4.48
C 3.81 -3.69 -1.04
C 4.26 -2.14 -0.76
C 1.87 1.07 6.10
C -2.44 0.19 0.95
C 0.84 2.59 -6.42
C -1.03 -0.41 -1.36
C -3.50 0.65 3.15
C 6.23 3.75 -6.32
C -1.90 -5.93 1.61
C -0.03 3.28 -7.27
C 2.65 2.41 6.64
C -1.43 1.31 -7.41
C -0.25 2.81 2.65
C -4.84 0.41 1.15
C 2.53 3.85 5.84
C 6.68 1.37 -6.34
C 0.28 -1.44 -1.44
C -2.85 -0.12 4.44
C 2.70 -0.23 -2.04
C 1.38 -1.02 -2.57
C -2.06 -0.93 -0.18
C -1.43 -5.16 2.99
C 5.76 1.19 -5.31
C -4.92 -3.66 1.21
C -3.87 -1.62 2.04
C 5.32 3.56 -5.28
C 4.10 -1.09 -1.99
C 1.52 5.54 3.73
C 5.08 2.28 -4.77
C -1.04 0.61 1.70
H -2.56 -2.42 6.26
H -3.08 -1.18 -0.75
H -2.89 -2.29 2.11
H 7.61 2.79 -7.67
H -0.68 0.72 -1.20
H -0.65 -0.37 2.25
H -0.83 -4.17 2.81
H 0.36 0.26 4.39
H -2.16 0.65 5.03
H 1.41 5.33 2.56
H -3.08 2.73 2.11
H -2.68 -3.91 0.64
H -2.12 -1.01 4.14
H 4.37 2.14 -3.97
H -4.78 1.60 1.26
H -5.88 -3.99 0.58
H -1.63 -0.40 -2.39
H -1.84 3.16 -8.44
H 3.31 2.27 7.63
H 2.57 6.05 3.92
H -5.84 0.09 1.65
H -2.75 2.65 4.02
H -2.32 0.81 -7.79
H 1.26 0.74 -5.41
H 0.64 6.18 4.17
H -0.88 3.82 2.74
H 1.91 0.00 6.62
H -5.15 -3.92 2.32
H -4.47 -1.88 3.05
H -5.89 -1.94 5.00
H -3.89 -4.81 -0.50
H -1.73 -1.98 0.29
H 0.18 4.31 -7.55
H 3.12 4.77 6.28
H -0.77 -0.39 -6.27
H 0.34 2.89 1.64
H -4.80 0.23 -0.02
H -1.29 -5.59 0.64
H 1.73 3.09 -6.04
H -0.73 -5.87 3.63
H -4.61 0.97 3.47
H 6.41 4.74 -6.71
H -1.61 -7.08 1.76
H -0.16 0.89 0.94
H -2.41 -4.87 3.58
H 5.58 0.19 -4.91
H 7.21 0.52 -6.76
H -2.78 1.16 0.34
H 4.79 4.42 -4.86

=====

[6]
22
Properties=species:S:1:pos:R:3 method="wB97M-V/def2-TZVPD" homo_ev=-13.20 orbital_gap_ev=10.2922 spin_multiplicity=1 charge=+1 largest_force_ev_per_a=2.718
O 0.37 -0.59 -2.17
N -1.39 0.06 -0.16
N -1.98 0.20 3.55
N 2.63 -0.94 -2.32
C 3.14 0.42 -1.97
C -1.07 0.17 1.30
C 1.36 -1.27 -2.51
C -2.27 0.57 2.15
H -0.69 -0.88 1.60
H -2.28 -0.48 -0.26
H -1.08 0.64 3.74
H 2.64 1.15 -2.63
H -2.75 0.56 4.12
H 1.23 -2.28 -2.93
H 4.23 0.47 -2.17
H -3.18 0.00 1.87
H -0.24 0.88 1.39
H 3.30 -1.68 -2.42
H -0.66 -0.31 -0.75
H 2.92 0.68 -0.92
H -2.54 1.66 2.05
H -1.67 0.97 -0.53

=====

[7]
105
Properties=species:S:1:pos:R:3 method="wB97M-V/def2-TZVPD" homo_ev=-10.30 orbital_gap_ev=10.4183 spin_multiplicity=1 charge=0 largest_force_ev_per_a=1.610
Cl -0.34 -3.07 -4.17
Cl 1.46 0.21 5.80
Cl -7.35 -3.00 -1.56
Cl 0.04 -3.14 4.88
Cl -4.30 1.93 -0.26
Cl 4.30 -1.28 -0.03
Cl -5.54 4.11 1.06
Cl -0.23 3.71 1.08
Cl 2.37 3.50 4.44
Cl 6.14 -1.95 3.94
Cl 3.77 -4.16 -1.91
Cl -5.40 -4.34 2.16
Cl -0.86 -5.37 -1.29
Cl 5.58 1.26 -0.44
Cl -4.15 -0.22 -3.39
Cl -3.13 5.03 -4.64
Cl 2.20 -2.26 3.13
Cl 2.97 2.91 7.16
Cl 2.03 -1.75 -2.37
Cl 0.47 -6.90 3.35
Cl -0.41 -1.46 0.08
Cl -3.57 6.88 0.89
Cl 2.48 2.51 -2.43
Cl 4.38 4.48 1.82
Cl -4.42 -3.08 -1.14
Cl 1.56 5.95 0.14
Cl -0.64 4.00 -3.62
Cl 0.62 1.75 -5.77
Cl -3.19 -6.94 -2.00
Cl 5.12 0.83 4.20
Cl 3.43 5.21 -3.15
Cl 2.74 -0.07 -6.62
Cl -2.62 -4.78 1.77
Cl -4.34 -1.37 3.73
Cl 1.81 -5.66 1.01
Cl 1.36 0.82 0.94
Cl -3.03 -4.28 -4.44
Cl -2.82 4.96 -1.16
Cl 5.76 6.58 0.24
Cl -2.19 0.21 2.58
Cl -1.53 0.17 6.35
Cl -1.40 0.59 -3.02
C -2.47 6.60 -0.52
C 2.19 -3.43 -1.64
C -0.16 1.02 5.52
C 4.93 0.17 0.77
C 0.71 -6.93 1.58
C -3.02 1.14 -3.53
C 0.00 0.25 -0.12
C 0.48 -2.37 3.34
C -3.21 -1.21 2.39
C 1.02 4.28 -0.04
C 5.49 -0.72 5.06
C 3.23 3.49 -3.70
C -4.20 2.95 1.18
C -4.18 -5.53 1.91
C -5.75 -3.72 -2.08
C -2.03 -2.81 -3.98
C -1.47 -6.76 -2.23
C 3.58 3.68 5.68
C 5.26 4.87 0.34
C 1.36 0.16 -5.50
C -1.41 4.76 -4.98
H -0.41 1.04 4.46
H -5.77 -4.80 -1.95
H -3.26 3.47 1.35
H -0.29 -6.72 1.19
H 1.65 -0.07 -4.48
H 6.19 -0.55 5.88
H -0.92 0.81 0.04
H -0.15 2.07 5.82
H 0.57 4.20 -1.03
H -3.35 2.00 -2.95
H -3.86 -1.13 1.52
H 6.11 4.20 0.27
H -0.96 -7.69 -1.99
H -3.05 1.47 -4.57
H 0.30 0.41 -1.15
H 1.83 3.56 0.08
H -2.37 -1.96 -4.58
H 4.54 3.25 5.42
H 2.57 3.49 -4.57
H 5.75 -0.14 1.42
H 1.97 -3.34 -0.58
H 3.77 4.73 5.91
H 1.11 -7.89 1.26
H -5.60 -3.40 -3.11
H -1.33 -6.66 -3.30
H -1.32 4.02 -5.78
H -4.18 -6.26 2.71
H 1.46 -4.10 -2.09
H 0.57 -0.56 -5.71
H 4.67 4.66 -0.56
H -2.65 7.25 -1.38
H 0.11 -1.35 3.27
H 0.10 -3.00 2.53
H 4.52 -0.99 5.48
H 4.12 0.69 1.27
H -4.43 -6.14 1.04
H 4.14 2.98 -4.01
H -0.95 5.71 -5.27
H -4.52 2.38 2.05
H -1.43 6.65 -0.21
H -2.59 -2.11 2.40
H -2.13 -2.63 -2.91

=====

[8]
58
Properties=species:S:1:pos:R:3 method="wB97M-V/def2-TZVPD" homo_ev="-11.90 / -11.39" orbital_gap_ev="3.8579 / 3.3050" spin_multiplicity=1 charge=+2 largest_force_ev_per_a=6.936
Zn 1.50 0.14 2.20
P -2.30 1.61 3.23
P 0.83 -0.75 4.09
O 1.36 -0.49 0.49
O 2.39 1.78 1.51
O 3.09 3.15 -0.14
N 2.59 1.04 -0.71
C -3.42 0.84 4.47
C -1.67 -1.65 -6.42
C -1.46 -1.06 -5.06
C -1.80 0.25 -4.65
C 2.28 -1.30 -1.46
C -0.76 -2.03 -4.47
C -2.06 0.17 2.10
C -0.28 0.40 5.00
C -0.71 1.65 4.19
C 3.35 3.00 -1.59
C 2.66 1.99 0.30
C -0.01 -2.39 3.99
C -2.27 1.05 -5.88
C -1.79 0.86 -3.43
C 1.61 -2.36 -0.80
C 2.13 -0.24 -0.54
C 2.33 -1.06 5.09
C 2.79 1.67 -2.04
H -0.67 -2.54 4.87
H 0.31 -2.04 -4.64
H 0.78 -3.17 3.97
H -0.60 -2.45 3.05
H -2.06 1.95 -3.40
H -1.36 0.43 1.29
H -3.16 1.18 5.48
H 3.42 1.08 -2.73
H -3.04 -0.03 1.64
H -1.72 -0.74 2.61
H 1.85 -3.34 -1.31
H -2.69 -1.74 -6.71
H -1.14 -0.19 5.37
H -3.24 0.70 -6.28
H -0.84 2.47 4.91
H -2.06 0.34 -2.50
H -1.10 -1.13 -7.18
H 0.48 -2.05 -0.85
H 1.77 1.73 -2.48
H 3.13 -1.55 -2.14
H 0.32 0.71 5.87
H 2.07 -1.17 6.16
H -3.42 -0.25 4.42
H 2.85 3.81 -2.12
H -1.52 0.91 -6.67
H 0.07 1.96 3.47
H 3.02 -0.21 4.95
H -2.34 2.12 -5.64
H 2.81 -1.99 4.72
H -1.04 -2.65 -3.61
H -1.29 -2.66 -6.50
H 4.44 3.02 -1.74
H -4.43 1.21 4.24